No. 1
Molecular formula: C10H24AgClN2O4
Method: DFT, ωB97M-V/def2-TZVPD

Structure (XYZ):
```
42
Properties=species:S:1:pos:R:3
Ag 0.047 -1.186 1.157
Cl 1.446 -0.098 -1.040
C -2.285 -0.631 3.185
O -1.510 -1.752 2.822
C -2.328 -2.898 2.424
C -2.898 -2.541 1.078
O -1.764 -2.312 0.183
C -2.010 -1.589 -1.018
H -2.955 -0.866 4.012
H -2.803 -0.252 2.304
H -1.671 0.195 3.542
H -3.085 -3.124 3.175
H -1.836 -3.856 2.258
H -3.522 -1.657 0.954
H -3.358 -3.479 0.769
H -1.081 -1.285 -1.501
H -2.452 -0.661 -0.655
H -2.746 -2.070 -1.663
C 4.706 0.647 -2.352
C 5.655 0.417 -1.067
O 6.879 0.545 -1.079
N 4.920 0.023 -0.018
C 5.474 -0.221 1.357
H 4.171 -0.282 -2.548
H 5.312 1.041 -3.168
H 3.927 1.394 -2.200
H 3.929 -0.084 -0.185
H 5.005 0.412 2.110
H 6.552 -0.061 1.354
H 5.255 -1.266 1.579
C -3.057 3.021 -0.222
C -1.816 2.104 -0.314
O -1.457 1.668 0.767
N -1.215 1.660 -1.469
C -1.707 2.064 -2.819
H -3.126 3.437 0.783
H -3.886 2.342 -0.423
H -2.954 3.751 -1.026
H -0.368 1.113 -1.524
H -0.993 2.719 -3.318
H -2.706 2.499 -2.841
H -1.687 1.119 -3.361
```

Calculated values
- orbital gap (eV) = 8.61
- maximum force (Eh/bohr) = 0.073
- ΔE to the lowest compared entry with this formula, charge and spin (kJ/mol) = 141.8
- HOMO (eV) = -8.721
- spin multiplicity = 1

***

No. 2
Molecular formula: C10H24AgF3O10S
Method: DFT, ωB97M-V/def2-TZVPD

Structure (XYZ):
```
49
Properties=species:S:1:pos:R:3
Ag 0.241 0.386 0.210
C -3.593 3.346 1.698
F -4.045 3.680 0.399
F -3.525 4.450 2.399
F -4.398 2.394 2.134
S -1.817 2.618 1.637
O -0.910 3.710 1.291
O -1.516 2.098 2.981
O -1.885 1.608 0.601
C 1.875 2.206 1.704
O 1.786 3.248 2.317
O 1.700 2.337 0.495
O 1.330 1.279 2.266
C -1.210 -1.123 3.220
C -0.486 -1.173 4.564
O -0.267 0.218 5.038
H -0.544 -0.727 2.453
H -2.078 -0.463 3.209
H -1.552 -2.114 2.921
H 0.496 -1.613 4.387
H -1.006 -1.820 5.270
H -0.238 0.169 5.996
C 2.631 -0.385 -3.619
C 2.919 0.602 -2.433
O 2.401 0.132 -1.158
H 1.616 -0.762 -3.500
H 3.388 -1.163 -3.721
H 2.661 0.174 -4.554
H 2.365 1.484 -2.756
H 3.989 0.802 -2.381
H 2.499 0.854 -0.533
C 2.116 -3.027 -0.456
C 0.597 -3.054 -0.823
O -0.108 -2.328 0.171
H 2.360 -2.947 0.603
H 2.626 -2.226 -0.992
H 2.629 -3.929 -0.790
H 0.296 -4.102 -0.848
H 0.466 -2.498 -1.751
H -1.009 -2.079 -0.046
C -1.515 -0.433 -3.878
C -1.652 0.011 -2.469
O -0.470 0.604 -2.088
H -2.145 -1.297 -4.088
H -0.477 -0.704 -4.073
H -1.903 0.354 -4.525
H -1.752 -0.920 -1.912
H -2.459 0.642 -2.096
H -0.431 1.482 -2.474
```

Calculated values
- orbital gap (eV) = 2.69
- maximum force (Eh/bohr) = 0.186
- ΔE to the lowest compared entry with this formula, charge and spin (kJ/mol) = 436.1
- HOMO (eV) = 1.750
- charge = -2
- spin multiplicity = 1

***

No. 3
Molecular formula: C10H24Cl10N3O6
Method: DFT, ωB97M-V/def2-TZVPD

Structure (XYZ):
```
53
Properties=species:S:1:pos:R:3
N 0.241 -0.980 -0.079
H 0.974 -0.750 0.579
H 0.010 -1.952 0.084
H 0.373 -0.846 -1.071
H -0.671 -0.568 0.065
N -3.572 -1.576 -1.059
O -2.881 -0.650 -0.647
O -3.778 -2.606 -0.404
O -4.193 -1.542 -2.163
N -1.037 -4.553 0.186
O -2.169 -4.625 0.720
O -0.542 -3.484 -0.035
O -0.507 -5.567 -0.161
Cl 1.654 -1.193 2.529
C 1.577 -2.336 3.842
C 0.956 -3.719 3.496
Cl 1.954 -4.715 2.450
H 0.977 -1.965 4.673
H 2.585 -2.604 4.157
H -0.078 -3.663 3.156
H 0.935 -4.262 4.440
Cl 2.836 1.406 -0.186
C 4.480 1.414 -0.793
C 4.925 2.811 -1.114
Cl 5.001 3.903 0.282
H 4.521 0.736 -1.645
H 5.177 1.103 -0.014
H 4.177 3.357 -1.689
H 5.785 2.864 -1.782
Cl -4.716 3.017 2.222
C -3.345 1.950 1.831
C -3.409 0.625 2.602
Cl -1.765 -0.068 2.529
H -2.506 2.530 2.216
H -3.285 1.831 0.749
H -4.075 -0.118 2.163
H -3.724 0.720 3.641
Cl -0.712 2.064 -0.694
C 0.282 3.502 -0.700
C 0.114 4.285 0.646
Cl -1.653 4.731 1.024
H -0.028 4.108 -1.552
H 1.285 3.164 -0.959
H 0.711 5.196 0.651
H 0.388 3.660 1.497
Cl 0.920 0.393 -3.228
C -0.372 0.199 -4.395
C -0.591 -1.324 -4.772
Cl -0.996 -2.290 -3.347
H -0.040 0.829 -5.221
H -1.183 0.784 -3.963
H 0.335 -1.665 -5.234
H -1.344 -1.562 -5.523
```

Calculated values
- orbital gap (eV) = 5.91
- maximum force (Eh/bohr) = 0.102
- ΔE to the lowest compared entry with this formula, charge and spin (kJ/mol) = 136.8
- HOMO (eV) = -4.203
- charge = -1
- spin multiplicity = 1

***

No. 4
Molecular formula: C10H24Cl2NOP2Sn
Method: DFT, ωB97M-V/def2-TZVPD

Structure (XYZ):
```
41
Properties=species:S:1:pos:R:3
C 1.232 -0.086 -5.977
C 0.790 0.330 -4.605
H 2.322 -0.102 -6.017
H 0.828 0.612 -6.715
H 0.823 -1.075 -6.203
O 1.461 0.612 -3.665
Cl -1.038 0.375 -4.483
Sn 0.000 0.000 0.523
P -0.219 2.294 0.278
C 0.923 3.366 1.229
C -0.008 2.873 -1.447
H -0.203 3.948 -1.530
H -1.961 4.001 0.519
H -0.705 2.316 -2.079
H -2.621 2.372 0.158
H 1.955 3.131 0.953
H 1.012 2.658 -1.777
C -1.876 2.929 0.732
H 0.725 4.425 1.031
H -2.051 2.752 1.796
H 0.801 3.167 2.297
P 0.000 -2.317 0.575
C 1.230 -3.145 1.651
C -1.593 -3.042 1.114
H -0.464 -2.687 -1.757
H 0.188 -4.180 -1.006
H 1.275 -2.822 -1.422
C 0.278 -3.090 -1.062
H -2.383 -2.634 0.478
H -1.576 -4.135 1.038
H 1.133 -4.234 1.594
H 1.084 -2.821 2.685
H -1.791 -2.749 2.148
H 2.238 -2.853 1.341
Cl -1.810 -0.186 -1.021
C 0.000 0.000 5.304
C 0.000 0.000 3.783
N 0.000 0.000 2.523
H -0.906 0.523 5.673
H 0.906 0.523 5.673
H 0.000 -1.046 5.672
```

Calculated values
- orbital gap (eV) = 5.13
- maximum force (Eh/bohr) = 0.241
- ΔE to the lowest compared entry with this formula, charge and spin (kJ/mol) = 205.5
- HOMO (eV) = -17.992
- charge = +3
- spin multiplicity = 1

***

No. 5
Molecular formula: C10H24ClCoI2N2P2
Method: DFT, ωB97M-V/def2-TZVPD

Structure (XYZ):
```
42
Properties=species:S:1:pos:R:3
I 0.256 1.290 -4.763
I -0.172 2.715 -1.074
Co -0.001 0.269 -0.750
P -2.182 0.217 -0.857
C -2.829 1.373 0.388
C -2.843 0.716 -2.458
H -3.933 0.628 -2.411
H -4.028 -1.242 -0.665
H -2.416 0.064 -3.227
H -2.496 -2.134 -1.039
H -2.521 2.402 0.163
H -2.571 1.748 -2.690
C -2.961 -1.355 -0.426
H -3.920 1.312 0.355
H -2.818 -1.585 0.636
H -2.476 1.131 1.396
P 2.159 0.238 -0.834
C 2.810 1.393 0.405
C 2.966 -1.328 -0.422
H 2.457 0.099 -3.190
H 3.941 0.726 -2.378
H 2.531 1.787 -2.630
C 2.848 0.766 -2.413
H 2.507 -2.109 -1.038
H 4.034 -1.211 -0.659
H 3.903 1.337 0.371
H 2.464 1.141 1.413
H 2.825 -1.565 0.640
H 2.487 2.414 0.176
Cl -0.032 -1.510 -2.018
C -0.009 1.061 2.772
C -0.003 -0.348 2.354
N -0.004 -0.872 1.127
C 0.007 -2.266 1.307
C 0.011 -2.566 2.640
N 0.005 -1.327 3.278
H -0.903 1.267 3.382
H 0.885 1.275 3.379
H -0.013 1.677 1.870
H 0.011 -2.941 0.469
H 0.018 -3.529 3.142
H 0.005 -1.157 4.279
```

Calculated values
- orbital gap (alpha / beta) (eV) = 7.29 / 4.49
- maximum force (Eh/bohr) = 0.043
- ⟨S²⟩ = 6.05
- ΔE to the lowest compared entry with this formula, charge and spin (kJ/mol) = 12.6
- HOMO (alpha / beta) (eV) = -15.472 / -15.200
- charge = +2
- spin multiplicity = 5

***

No. 6
Molecular formula: C10H24ClCoI2OP2
Method: DFT, ωB97M-V/def2-TZVPD

Structure (XYZ):
```
41
Properties=species:S:1:pos:R:3
I -5.000 -0.465 -1.699
I -4.110 1.915 -1.329
Co 0.330 -0.065 0.112
P 0.258 0.032 -2.034
C -1.210 0.124 -3.068
C 1.162 1.554 -2.431
H 1.981 -1.692 -2.142
H 1.162 -1.467 -3.735
H 0.350 -2.355 -2.417
C 1.024 -1.516 -2.649
H 2.103 1.593 -1.873
H 1.336 1.569 -3.511
H -0.835 0.064 -4.097
H -1.745 1.060 -2.893
H 0.535 2.408 -2.146
H -1.895 -0.697 -2.835
C -1.348 -0.396 0.181
O -2.472 -0.730 0.247
Cl 2.488 -0.517 0.125
C -2.431 0.294 3.194
C -1.111 1.027 2.958
P 0.363 0.171 2.307
C 1.858 1.080 2.906
C 1.969 1.335 4.405
C 0.372 -1.522 3.025
C -0.005 -1.639 4.489
H -3.017 0.200 2.272
H -3.013 0.900 3.900
H -2.325 -0.695 3.646
H -1.268 1.808 2.200
H -0.746 1.498 3.879
H 2.748 0.557 2.527
H 1.844 2.047 2.385
H 2.112 0.424 4.993
H 2.842 1.971 4.590
H 1.093 1.864 4.791
H -0.387 -2.058 2.434
H 1.349 -1.991 2.818
H -0.852 -1.011 4.753
H -0.309 -2.672 4.673
H 0.812 -1.420 5.178
```

Calculated values
- orbital gap (alpha / beta) (eV) = 3.58 / 3.43
- maximum force (Eh/bohr) = 0.147
- ⟨S²⟩ = 6.04
- ΔE to the lowest compared entry with this formula, charge and spin (kJ/mol) = 86.7
- HOMO (alpha / beta) (eV) = -12.061 / -14.291
- charge = +2
- spin multiplicity = 5

***

No. 7
Molecular formula: C10H24ClCoI2OP2
Method: DFT, ωB97M-V/def2-TZVPD

Structure (XYZ):
```
41
Properties=species:S:1:pos:R:3
I -2.033 -1.546 2.188
I 1.268 2.308 2.959
Co -0.294 0.135 0.566
P -1.680 1.057 -1.311
C -3.161 2.084 -0.882
C -0.749 2.175 -2.399
H -1.634 -0.799 -2.874
H -3.060 0.238 -3.181
H -3.047 -0.855 -1.766
C -2.426 -0.197 -2.399
H 0.140 1.661 -2.795
H -1.347 2.549 -3.245
H -3.742 2.405 -1.762
H -2.758 2.937 -0.319
H -0.420 3.040 -1.793
H -3.746 1.427 -0.229
C -1.366 1.042 1.634
O -2.273 1.824 1.916
Cl 0.677 -0.753 -1.257
C 0.373 -1.216 4.014
C 1.537 -0.528 3.330
P 1.424 -0.734 1.503
C 3.044 -0.122 0.910
C 4.277 -0.838 1.423
C 1.282 -2.552 1.386
C 2.334 -3.447 2.085
H -0.493 -0.592 3.793
H 0.482 -1.204 5.109
H 0.268 -2.235 3.640
H 1.216 0.577 3.461
H 2.585 -0.670 3.678
H 2.996 -0.239 -0.154
H 3.073 0.925 1.146
H 4.423 -1.817 0.901
H 5.182 -0.240 1.200
H 4.309 -1.042 2.506
H 0.226 -2.850 1.647
H 1.343 -2.772 0.266
H 2.478 -3.160 3.128
H 2.008 -4.484 2.048
H 3.273 -3.330 1.582
```

Calculated values
- orbital gap (alpha / beta) (eV) = 6.68 / 5.66
- maximum force (Eh/bohr) = 0.228
- ⟨S²⟩ = 6.09
- ΔE to the lowest compared entry with this formula, charge and spin (kJ/mol) = 184.9
- HOMO (alpha / beta) (eV) = -15.917 / -16.232
- charge = +2
- spin multiplicity = 5

***

No. 8
Molecular formula: C10H24ClO2P2Pb
Method: DFT, ωB97M-V/def2-TZVPD

Structure (XYZ):
```
40
Properties=species:S:1:pos:R:3
C 0.478 -0.157 -5.560
C 0.312 0.221 -4.123
H 1.536 -0.183 -5.793
H -0.003 0.570 -6.213
H 0.054 -1.140 -5.754
O 1.175 0.490 -3.323
Cl -1.425 0.236 -3.626
Pb -0.510 -0.043 0.454
P -0.095 2.722 0.572
C 1.246 3.621 1.399
C -0.092 3.154 -1.202
H -0.274 4.224 -1.381
H -1.832 4.434 0.999
H -0.851 2.556 -1.731
H -2.533 2.795 0.731
H 2.204 3.285 0.980
H 0.870 2.852 -1.640
C -1.704 3.358 1.198
H 1.158 4.711 1.296
H -1.742 3.165 2.284
H 1.236 3.353 2.463
P 0.148 -2.735 0.966
C 1.547 -3.406 1.906
C -1.400 -3.427 1.682
H -0.602 -2.986 -1.332
H 0.100 -4.530 -0.732
H 1.162 -3.145 -1.185
C 0.205 -3.434 -0.725
H -2.274 -3.014 1.146
H -1.424 -4.528 1.627
H 1.543 -4.503 1.952
H 1.516 -3.001 2.925
H -1.474 -3.098 2.733
H 2.479 -3.060 1.442
C 1.760 0.144 1.897
O 2.748 0.217 2.453
C -1.260 0.058 2.554
H -0.780 -0.787 3.042
H -2.337 0.015 2.689
H -0.865 0.998 2.932
```

Calculated values
- orbital gap (alpha / beta) (eV) = 4.40 / 4.40
- maximum force (Eh/bohr) = 0.068
- ΔE to the lowest compared entry with this formula, charge and spin (kJ/mol) = 0.0
- HOMO (alpha / beta) (eV) = -18.923 / -18.909
- charge = +3
- spin multiplicity = 1

***

No. 9
Molecular formula: C10H24F5NaO5S3
Method: DFT, ωB97M-V/def2-TZVPD

Structure (XYZ):
```
48
Properties=species:S:1:pos:R:3
Na 0.205 -0.812 -1.545
F 2.474 -0.444 -2.105
F 0.027 -2.264 -3.562
C -2.414 2.091 -0.168
O -1.552 3.129 0.306
O -1.605 1.387 -1.048
C -2.880 1.207 1.086
F -1.827 0.599 1.632
F -3.516 1.813 2.003
F -3.820 0.222 0.834
C -1.673 4.504 -0.305
C -0.699 5.221 0.668
H -0.570 6.299 0.574
H -0.887 5.177 1.741
H 0.279 4.754 0.553
H -2.642 4.956 -0.093
H -1.519 4.522 -1.384
H -3.201 2.554 -0.762
C 4.924 -2.543 0.009
S 3.456 -3.419 -0.834
O 3.752 -4.951 -0.895
C 2.267 -3.177 0.554
H 4.708 -1.515 0.299
H 5.807 -2.397 -0.613
H 5.244 -3.084 0.900
H 1.998 -2.127 0.439
H 2.884 -3.228 1.451
H 1.398 -3.777 0.824
C -3.117 -1.730 -1.723
S -2.384 -2.869 -0.576
O -0.927 -2.629 -0.287
C -2.727 -4.278 -1.635
H -3.207 -0.725 -1.309
H -4.088 -2.151 -1.982
H -2.522 -1.740 -2.637
H -2.305 -5.201 -1.237
H -2.351 -4.000 -2.619
H -3.785 -4.509 -1.757
C 0.757 1.458 2.592
S 2.539 1.650 2.130
O 3.410 0.407 2.216
C 2.261 1.877 0.352
H 0.500 0.426 2.830
H -0.011 1.744 1.873
H 0.676 2.067 3.493
H 3.202 1.753 -0.183
H 1.756 2.738 -0.088
H 1.706 1.013 -0.013
```

Calculated values
- orbital gap (alpha / beta) (eV) = 7.15 / 3.23
- maximum force (Eh/bohr) = 0.090
- ⟨S²⟩ = 0.76
- HOMO (alpha / beta) (eV) = -4.951 / -4.950
- charge = -1
- spin multiplicity = 2

***

No. 10
Molecular formula: C10H24N2O3
Method: DFT, ωB97M-V/def2-TZVPD

Structure (XYZ):
```
39
Properties=species:S:1:pos:R:3
C -5.181 -1.893 -0.531
C -3.919 -1.269 -0.910
N -3.475 -0.860 0.610
C -2.173 -0.057 0.442
C -2.288 1.445 0.116
O -3.049 2.059 1.090
C -0.939 2.143 0.090
O -0.070 1.262 -0.955
C 1.215 2.068 -1.000
C 2.223 1.478 -0.142
O 3.395 2.056 -0.214
C 2.321 -0.085 0.052
N 3.554 -0.304 0.788
C 3.764 -1.826 0.706
C 4.523 -2.036 -0.289
H -5.437 -2.215 -1.596
H -5.843 -1.201 -0.165
H -4.998 -2.806 -0.031
H -4.139 -0.178 -1.107
H -3.206 -1.650 -1.255
H -4.193 -0.342 1.232
H -1.690 0.033 1.613
H -1.447 -0.557 -0.311
H -2.717 1.478 -0.775
H -2.814 2.186 2.016
H -0.889 3.171 0.044
H -0.377 1.763 1.150
H 1.184 3.189 -1.071
H 1.476 1.627 -2.157
H 1.968 1.779 1.070
H 4.185 1.332 0.057
H 2.648 -0.184 -1.076
H 1.313 -0.523 0.355
H 3.174 -0.116 1.924
H 3.005 -2.451 0.808
H 4.421 -2.224 1.682
H 4.045 -1.911 -1.295
H 5.425 -1.402 -0.327
H 5.007 -2.982 -0.637
```

Calculated values
- orbital gap (eV) = 9.12
- maximum force (Eh/bohr) = 0.364
- ΔE to the lowest compared entry with this formula, charge and spin (kJ/mol) = 1079.6
- HOMO (eV) = -8.368
- spin multiplicity = 1

***

No. 11
Molecular formula: C10H24N4Tb
Method: DFT, ωB97M-V/def2-TZVPD

Structure (XYZ):
```
39
Properties=species:S:1:pos:R:3
Tb -0.093 -0.001 -0.160
C 1.316 -1.654 1.872
C 2.550 -1.024 1.204
N 2.208 0.152 0.328
C 2.215 1.465 1.065
C 1.600 2.581 0.229
N 0.133 2.372 -0.054
C -0.777 2.792 1.081
C -1.505 1.661 1.831
C -2.739 1.007 1.186
N -2.399 -0.149 0.283
C -2.397 -1.478 0.993
C -1.747 -2.575 0.155
N -0.264 -2.371 -0.048
C 0.575 -2.786 1.141
H 0.617 -0.875 2.250
H 1.643 -2.081 2.824
H 3.061 -1.761 0.585
H 3.257 -0.693 1.965
H 2.904 0.210 -0.415
H 3.241 1.740 1.318
H 1.692 1.325 2.018
H 2.108 2.655 -0.735
H 1.743 3.535 0.739
H -0.096 2.953 -0.858
H -1.517 3.480 0.674
H -0.176 3.353 1.797
H -1.837 2.100 2.775
H -0.796 0.900 2.226
H -3.287 1.742 0.596
H -3.414 0.648 1.963
H -3.094 -0.194 -0.461
H -3.424 -1.772 1.220
H -1.898 -1.349 1.961
H -2.209 -2.618 -0.834
H -1.920 -3.541 0.632
H 0.007 -2.954 -0.838
H 1.301 -3.521 0.796
H -0.081 -3.292 1.850
```

Calculated values
- orbital gap (alpha / beta) (eV) = 9.63 / 10.15
- maximum force (Eh/bohr) = 0.006
- ⟨S²⟩ = 12.72
- HOMO (alpha / beta) (eV) = -21.359 / -21.396
- charge = +3
- spin multiplicity = 7